[1]
2 unconnected molecules or ions with the total composition C23H34N7O6, computed with the ωB97M-V functional and the def2-TZVPD basis.

The geometry in XYZ format:
```
70
Properties=species:S:1:pos:R:3:forces:R:3:mulliken_charge:R:1
O -4.3781 -3.9180 3.7869 0.446 0.065 -0.184 -0.6005
O 3.4355 -0.0411 -2.6562 0.063 -0.365 -1.493 -0.5853
O 1.1134 5.9632 1.2093 0.742 -1.059 0.189 -0.5490
O -0.4129 -4.8143 3.6479 -0.048 0.200 -0.360 -0.6587
N 1.3286 2.3893 -3.6503 -0.113 1.166 1.134 -0.6842
O 3.6424 -0.9952 -4.7020 -0.007 0.907 0.418 -0.4440
O 1.9967 3.8947 1.2192 0.147 0.170 0.040 -0.4109
C -4.5423 -4.3530 2.6576 -1.078 0.521 1.469 0.6865
C 3.5134 0.0707 -3.8757 -0.304 0.473 1.624 0.2369
C 1.3187 4.9171 0.6339 -1.565 2.374 -0.621 -0.0587
C -1.5037 -5.1176 3.1862 0.519 0.300 0.758 0.2340
C 0.7025 3.0652 -2.7094 1.120 -0.813 -1.534 -0.0424
C 4.8831 3.5344 -3.0756 1.266 -1.064 -1.669 -0.7475
C -0.7490 3.0967 -2.7138 -1.075 1.150 1.535 -0.4634
C 3.4362 3.4291 -2.9719 -1.080 -1.220 -0.320 0.7823
C 5.5782 2.8089 -4.0142 -1.319 1.007 1.470 -0.5756
C -1.4641 3.7384 -1.7302 1.343 -0.959 -1.584 -0.8299
C 2.7309 2.4630 -3.6896 0.560 0.850 1.087 -0.0130
C 0.1567 0.8309 1.3196 -0.486 -0.662 -0.447 0.8684
N -0.0722 1.6265 2.3261 -0.998 0.660 1.325 -0.2320
N -2.1857 -6.1782 3.6311 -0.704 -0.597 -0.419 -0.1140
N -0.7040 -0.0954 0.9384 -0.598 -0.600 0.256 -0.0604
N 2.7408 4.2764 -2.1085 -0.497 -0.358 -0.443 -0.3131
N -3.5436 -4.5114 1.7804 1.395 -0.483 -1.045 -0.1714
N 1.2801 0.9908 0.6819 1.555 -0.212 -1.097 -0.2673
C -5.9235 -4.7476 2.1912 0.089 0.010 0.005 -1.3605
C -1.7307 -7.0596 4.7068 0.257 0.444 -0.076 -0.9181
C 4.8746 1.9063 -4.9975 0.076 0.064 0.314 -1.0552
C -0.8048 4.4116 -0.5556 -0.191 -0.053 -0.176 -0.8978
C 3.4588 1.4514 -4.5549 -0.183 -0.197 -0.334 0.2665
C -2.0468 -0.3538 1.5011 -0.245 -0.106 -0.414 -0.9509
C 1.4860 3.7065 -1.5740 0.230 0.313 -0.277 0.7186
C -2.4971 -1.8039 1.2736 0.480 -0.304 0.587 -0.6640
C 0.6936 4.7482 -0.7574 0.762 -1.232 -0.152 0.5192
C -1.8081 -2.7621 2.2601 -0.011 -0.004 0.150 -0.8941
C -2.1052 -4.2658 2.0469 -0.752 0.368 0.025 0.0024
H 3.6817 -1.7723 -4.1253 0.039 -0.083 -0.023 0.3524
H 2.3679 4.3211 2.0146 0.011 -0.215 0.014 0.3123
H 5.4253 4.2022 -2.4152 -0.103 -0.001 0.024 0.3323
H -1.2623 2.6263 -3.5469 0.162 0.004 0.088 0.5006
H 6.6585 2.9138 -4.0747 -0.184 -0.039 -0.032 0.4078
H -2.5489 3.7629 -1.8066 0.175 0.036 0.145 0.4705
H -0.9170 1.5118 2.8562 0.065 0.263 0.196 0.1846
H 0.6053 2.3201 2.5826 -0.068 0.111 0.132 0.1568
H -3.1069 -6.3242 3.2563 0.034 -0.053 0.085 0.2163
H -0.4262 -0.6650 0.1563 -0.073 -0.051 -0.075 0.2080
H 3.2978 4.8918 -1.5185 -0.345 -0.322 -0.218 0.2957
H -3.7984 -4.8757 0.8746 0.156 -0.004 0.088 0.2263
H 1.5321 0.3992 -0.0955 0.141 0.147 -0.035 0.1182
H 1.8937 1.7504 0.9328 0.080 -0.048 -0.147 0.1140
H -6.2098 -4.1391 1.3359 -0.121 -0.088 -0.159 0.3401
H -6.6312 -4.5838 3.0040 0.174 0.003 -0.113 0.3585
H -5.9306 -5.8008 1.9175 -0.125 -0.060 -0.171 0.3374
H -1.7440 -6.5151 5.6533 0.046 -0.108 -0.011 0.3002
H -2.3802 -7.9329 4.7861 0.008 0.219 -0.164 0.3480
H -0.7077 -7.3896 4.5114 -0.134 0.064 0.021 0.2947
H 5.4996 1.0277 -5.1907 -0.103 0.135 -0.110 0.4307
H 4.7850 2.4508 -5.9436 0.065 -0.055 0.016 0.3861
H -0.9275 3.7560 0.3126 -0.040 0.067 0.156 0.2492
H -1.3409 5.3422 -0.3361 0.173 -0.179 0.161 0.4345
H 2.8661 1.3238 -5.4651 0.025 -0.113 0.050 0.4261
H -2.7640 0.3076 1.0107 0.083 0.137 0.050 0.2882
H -2.0694 -0.1474 2.5729 0.175 -0.012 -0.007 0.4861
H 1.7550 2.8720 -0.9299 -0.019 -0.276 0.354 -0.0143
H -2.2805 -2.1028 0.2471 -0.132 0.054 -0.207 0.3317
H -3.5757 -1.8491 1.4289 0.015 0.077 -0.159 0.3383
H 0.7528 5.7001 -1.2946 0.135 -0.042 0.349 0.5777
H -2.1164 -2.4884 3.2709 0.044 -0.041 0.023 0.3941
H -0.7283 -2.6176 2.1956 0.029 -0.153 0.139 0.4416
H -1.5532 -4.5783 1.1613 -0.182 -0.128 -0.204 0.6026
```
Positions in Å, forces in eV/Å.

Its LUMO energy is -0.0910 Ha. As for the frontier orbital gap: 7.001 eV. As for the charge: +1. As for the HOMO energy: -0.3483 Eh.

[2]
A molecular structure, C23H34NO2Pd, computed with the ωB97M-V functional and the def2-TZVPD basis.

The geometry in XYZ format:
```
61
Properties=species:S:1:pos:R:3:forces:R:3:lowdin_spin:R:1
C 1.8394 1.2109 -1.3654 0.806 -0.602 0.774 0.2691
C 1.2712 0.1327 -2.0682 -0.125 0.043 0.083 0.2262
C 1.4432 -1.0609 -1.3325 0.493 0.233 0.327 0.2610
C 2.1388 -0.7432 -0.1130 0.657 0.930 -0.826 0.1659
C 2.4382 0.6942 -0.1417 -0.189 -0.860 -1.334 0.1376
Pd 0.7210 0.4860 0.9262 -1.222 -0.226 -0.377 0.7615
C -1.2634 -1.8098 3.4371 -1.227 0.418 -6.799 0.5027
C -0.9693 -0.4458 3.1399 2.913 2.478 -1.008 -0.0211
H -1.6725 0.3077 2.6810 -0.169 -0.913 1.566 -0.0016
C 0.3917 0.0758 2.9967 -1.550 -1.155 3.032 0.2276
H 1.1413 -0.6560 3.3239 -0.005 0.129 -0.162 0.0144
H 0.6305 1.0696 3.4327 -0.420 -0.303 -0.879 0.0097
C -2.7499 -2.0563 2.9327 -0.464 -0.689 0.623 0.0555
H -3.2596 -1.2422 2.3419 0.885 -0.213 1.009 0.0094
H -2.8206 -2.9069 2.2186 0.235 0.271 0.845 0.0033
H -3.3727 -2.3046 3.7972 -0.293 0.040 -0.243 0.0098
C -0.3590 -2.6787 2.3691 0.810 -0.599 0.080 0.0336
H 0.0632 -2.1278 1.4631 -0.611 0.061 1.576 0.0110
H 0.5056 -3.1937 2.8162 -0.315 0.113 0.018 0.0041
H -0.9516 -3.4500 1.8322 0.085 0.236 1.022 0.0011
C 0.6235 0.2748 -3.3913 -0.246 -0.051 -0.384 0.0372
H -0.1224 1.0786 -3.3547 0.175 -0.042 -0.085 0.0133
H 1.3473 0.5140 -4.1887 -0.150 -0.036 0.297 0.0108
H 0.0908 -0.6363 -3.6677 0.158 0.096 -0.073 0.0001
C 1.1024 -2.4222 -1.7982 -0.330 -0.446 -0.037 0.0369
H 0.1025 -2.4320 -2.2436 0.135 -0.084 -0.026 0.0056
H 1.8130 -2.7977 -2.5566 -0.183 0.217 0.277 0.0154
H 1.0966 -3.1322 -0.9632 0.006 0.078 -0.207 0.0012
C 2.8138 -1.6719 0.8204 0.041 -0.475 0.253 0.0359
H 2.4756 -2.7006 0.6655 0.117 0.126 0.123 -0.0004
H 3.9061 -1.6405 0.6980 -0.220 -0.022 0.028 0.0095
H 2.5733 -1.3812 1.8503 0.258 -0.226 -0.083 0.0108
C 3.4606 1.3563 0.6911 0.226 0.327 0.184 0.0259
H 3.5172 0.8708 1.6686 0.159 0.125 -0.061 0.0030
H 4.4389 1.2960 0.2038 0.051 0.038 0.133 0.0087
H 3.2115 2.4118 0.8365 0.120 -0.108 0.050 0.0025
C 1.9328 2.6006 -1.8351 -0.206 0.748 -0.102 0.0384
H 2.3204 3.2513 -1.0456 -0.022 -0.048 -0.132 0.0000
H 2.5902 2.7146 -2.7113 -0.145 -0.148 0.199 0.0147
H 0.9411 2.9744 -2.1220 0.157 -0.044 -0.026 0.0084
C -2.0459 -0.3149 -1.9919 -1.667 -3.763 1.457 0.6938
C -2.1792 -1.3331 -1.0467 1.385 -1.708 3.717 0.0984
C -2.6184 -0.7716 -3.1507 -0.265 0.576 -1.222 0.0869
C -2.4714 -2.7037 -1.2102 -0.521 1.234 -1.380 0.0362
H -2.0196 -1.6579 0.0041 0.960 3.581 0.686 0.0120
C -2.9998 -2.1231 -3.4088 0.813 2.364 0.014 0.0285
H -2.8109 -0.0205 -3.8842 -0.069 0.135 -0.988 0.0111
C -2.8711 -3.0646 -2.4454 -0.019 -0.684 -0.811 -0.0093
H -2.4949 -3.4129 -0.3926 0.199 0.213 0.118 0.0017
H -3.3352 -2.3409 -4.3867 -0.413 -0.270 -0.805 0.0039
H -3.0554 -4.0680 -2.6426 -0.594 -1.694 -0.548 0.0016
N -0.3680 4.8517 2.0602 -0.382 1.182 0.835 0.0012
C -1.0442 4.4943 0.8033 -0.263 -0.071 -0.522 0.0033
C -0.6567 3.0584 0.5238 0.517 -1.378 -0.467 0.0037
O -1.1919 2.4676 -0.4128 0.496 0.486 0.919 0.0153
O 0.2618 2.6280 1.3405 -0.895 0.601 -0.705 0.0519
H -0.9943 4.6527 2.8434 0.312 -0.100 0.054 0.0001
H -0.1548 5.8432 2.0967 0.192 0.174 0.116 0.0001
H 0.4747 4.2518 2.1486 -0.212 -0.319 -0.163 0.0004
H -2.1212 4.5914 0.9105 0.013 0.045 -0.011 0.0002
H -0.7044 5.1427 -0.0025 0.022 -0.021 0.050 0.0002
```
Positions in Å, forces in eV/Å.

Its LUMO energy (spin up / spin down) is -0.1056 / -0.1777 Ha. As for the frontier orbital gap (spin up / spin down): 6.735 / 5.963 eV. As for the spin multiplicity: 5. The calculation puts the energy above the lowest of the compared OMol25 structures with the same formula, charge and spin at 246.5 kJ/mol. As for the charge: +1. As for the HOMO energy (spin up / spin down): -0.3531 / -0.3968 Eh.

[3]
A molecular structure, C23H34NO2V, computed with the ωB97M-V functional and the def2-TZVPD basis.

The geometry in XYZ format:
```
61
Properties=species:S:1:pos:R:3:forces:R:3:lowdin_spin:R:1
C 0.7687 0.7754 -2.4163 0.356 -0.982 -1.086 0.0227
C -0.4634 0.0281 -2.3778 1.356 -0.864 -1.136 0.0040
C -0.1303 -1.3543 -2.1521 0.241 0.015 -1.111 -0.0021
C 1.2944 -1.4552 -1.9652 -0.787 0.652 -1.790 -0.0048
C 1.8519 -0.1402 -2.1570 -0.329 0.230 -1.164 -0.0023
V 0.5175 -0.1438 -0.5709 -0.620 1.490 9.747 0.7355
C 1.3556 -0.5041 2.3792 1.294 1.267 0.070 0.0832
C 1.2486 0.7861 1.8742 0.174 -0.678 0.111 0.0167
H 0.7064 1.5372 2.4587 -0.413 -0.537 -0.456 0.0001
C 1.8800 1.2245 0.6585 0.074 -0.005 -1.647 0.0845
H 2.9276 0.9483 0.4837 -0.398 0.072 0.001 0.0049
H 1.6370 2.2362 0.3044 0.252 -0.305 0.434 0.0065
C 0.8304 -0.8641 3.7357 -0.460 -0.020 0.086 0.0102
H 0.0504 -0.1809 4.0883 0.174 -0.064 -0.167 -0.0001
H 0.4173 -1.8803 3.7662 0.079 0.124 -0.160 0.0022
H 1.6556 -0.8393 4.4636 -0.084 0.018 -0.237 0.0043
C 2.4281 -1.4260 1.8694 0.156 -0.595 -0.331 0.0068
H 3.0029 -1.0169 1.0276 -0.176 -0.013 0.188 0.0004
H 3.1475 -1.6312 2.6830 -0.285 0.155 -0.258 0.0019
H 2.0460 -2.4094 1.5509 0.002 0.307 0.249 0.0020
C -1.8270 0.5824 -2.5156 -0.650 0.265 0.205 0.0014
H -1.8479 1.6319 -2.2012 -0.017 -0.162 -0.093 0.0002
H -2.1829 0.5307 -3.5533 0.157 -0.041 0.174 0.0004
H -2.5346 0.0246 -1.8905 0.063 0.124 -0.129 0.0000
C -1.1068 -2.4661 -2.1689 -0.454 -0.397 0.102 -0.0011
H -1.9683 -2.2431 -1.5304 0.140 -0.125 -0.059 -0.0001
H -1.4893 -2.6389 -3.1839 0.181 0.091 0.123 -0.0005
H -0.6541 -3.3957 -1.8187 -0.135 0.102 -0.011 0.0003
C 2.0764 -2.6887 -1.7097 0.229 -0.477 0.379 -0.0015
H 1.5195 -3.3911 -1.0814 0.197 0.083 -0.192 -0.0003
H 2.3113 -3.2068 -2.6509 -0.069 0.221 0.181 -0.0008
H 3.0237 -2.4575 -1.2076 -0.186 -0.123 -0.126 0.0002
C 3.2995 0.1943 -2.1387 0.511 0.145 -0.003 -0.0020
H 3.8239 -0.3711 -1.3546 -0.063 0.229 -0.226 -0.0003
H 3.7753 -0.0600 -3.1003 -0.189 0.059 0.282 -0.0004
H 3.4519 1.2660 -1.9573 0.041 -0.355 0.001 0.0001
C 0.8848 2.2281 -2.6672 -0.083 0.716 0.188 0.0065
H 1.9368 2.5281 -2.7180 -0.278 0.018 -0.030 -0.0001
H 0.3928 2.4934 -3.6137 0.192 -0.099 0.164 0.0023
H 0.3872 2.8119 -1.8732 0.266 -0.159 -0.365 0.0019
C -0.5855 -1.4914 0.9174 1.531 -0.169 -2.014 0.0065
C -1.5053 -0.8678 1.7159 -1.534 0.720 -0.167 0.0035
C -0.4280 -2.8744 0.9815 -0.757 -0.337 0.563 0.0012
C -2.4829 -1.6056 2.4000 0.355 0.137 -0.020 0.0006
H -1.5103 0.2347 1.6691 -0.401 -0.687 0.379 -0.0002
C -1.3144 -3.6278 1.7707 0.366 0.103 -0.175 0.0015
H 0.3813 -3.3782 0.4461 -0.444 0.038 0.151 0.0003
C -2.3676 -2.9956 2.4407 -0.090 -0.038 -0.129 0.0027
H -3.3178 -1.0855 2.8810 0.364 -0.280 0.017 0.0000
H -1.1815 -4.7102 1.8307 -0.155 0.286 0.041 0.0000
H -3.1094 -3.5914 2.9718 0.223 0.133 -0.073 0.0001
N -2.7936 5.0608 0.3386 -1.214 0.561 0.426 0.0000
C -2.5880 3.7669 1.0363 0.123 -0.114 0.041 0.0000
C -1.3991 3.1608 0.2956 1.591 -1.762 -0.628 0.0000
O -0.8613 3.9033 -0.5721 -0.593 -0.018 0.643 0.0002
O -1.0707 1.9772 0.5898 -0.518 1.077 -0.569 0.0011
H -1.9225 5.1507 -0.2624 0.180 -0.307 -0.066 0.0000
H -2.9283 5.8279 0.9961 0.115 0.078 -0.199 0.0000
H -3.6279 5.0082 -0.2492 0.255 0.199 -0.061 0.0000
H -2.3653 3.9477 2.0879 0.020 -0.111 -0.120 0.0000
H -3.4666 3.1273 0.9457 0.121 0.111 0.056 0.0000
```
Positions in Å, forces in eV/Å.

Its LUMO energy (spin up / spin down) is -0.1300 / -0.1212 Ha. As for the frontier orbital gap (spin up / spin down): 6.344 / 6.665 eV. As for the spin multiplicity: 2. As for the charge: +1. As for the HOMO energy (spin up / spin down): -0.3631 / -0.3661 Eh.